(1)
Here is a molecular structure, C42H62AgN2O5P2S2Si at a distorted geometry from OMol25. Energies are from the ωB97M-V functional and the def2-TZVPD basis.

The geometry in XYZ format:
```
117
Properties=species:S:1:pos:R:3:lowdin_charge:R:1
Ag 0.000 0.000 0.000 0.299
O 1.934 0.000 -0.031 -0.517
P 2.832 -1.127 0.406 0.718
C 1.910 -1.922 1.754 -0.349
P 0.978 -0.695 2.786 0.771
O -0.031 0.000 1.890 -0.558
C 2.165 0.442 3.494 -0.258
C 3.130 0.050 4.429 -0.071
C 4.038 0.978 4.944 -0.082
C 3.992 2.309 4.530 -0.090
C 3.038 2.713 3.601 -0.085
C 2.132 1.786 3.087 -0.070
C 0.220 -1.622 4.122 -0.255
C 0.859 -2.704 4.748 -0.092
C 0.246 -3.382 5.803 -0.092
C -1.016 -2.989 6.244 -0.093
C -1.665 -1.921 5.629 -0.073
C -1.051 -1.242 4.576 -0.044
C 3.202 -2.255 -0.923 -0.268
C 3.455 -3.617 -0.736 -0.083
C 3.829 -4.418 -1.820 -0.089
C 3.949 -3.867 -3.096 -0.098
C 3.688 -2.516 -3.298 -0.083
C 3.316 -1.718 -2.218 -0.062
C 4.411 -0.608 1.067 -0.255
C 5.267 -1.516 1.710 -0.078
C 6.498 -1.095 2.217 -0.088
C 6.889 0.235 2.081 -0.091
C 6.054 1.143 1.434 -0.072
C 4.824 0.723 0.926 -0.063
H 2.587 -2.511 2.375 0.039
H 1.164 -2.596 1.322 0.013
H 3.192 -0.979 4.769 0.099
H 4.787 0.664 5.665 0.099
H 4.702 3.028 4.927 0.100
H 3.000 3.747 3.268 0.104
H 1.396 2.106 2.349 0.058
H 1.846 -3.028 4.434 0.088
H 0.753 -4.214 6.285 0.098
H -1.492 -3.514 7.067 0.099
H -2.650 -1.613 5.971 0.102
H -1.564 -0.407 4.100 0.110
H 3.384 -4.065 0.251 0.100
H 4.037 -5.474 -1.671 0.097
H 4.248 -4.490 -3.936 0.096
H 3.780 -2.079 -4.289 0.100
H 3.122 -0.657 -2.378 0.085
H 4.989 -2.561 1.813 0.100
H 7.155 -1.804 2.714 0.099
H 7.846 0.565 2.477 0.099
H 6.356 2.182 1.328 0.097
H 4.173 1.440 0.428 0.053
C -5.452 3.203 -2.111 -0.049
C -5.514 1.676 -1.914 -0.635
C -4.715 1.033 -3.061 -0.041
C -6.990 1.252 -1.973 -0.037
O -4.984 1.469 -0.605 -0.175
Si -4.502 0.030 0.048 -0.182
S -2.426 0.000 0.000 0.213
O -5.037 -1.250 -0.848 -0.174
C -5.491 -2.508 -0.348 -0.635
C -6.900 -2.388 0.254 -0.039
C -4.532 -3.202 0.634 -0.042
C -5.592 -3.398 -1.603 -0.050
O -4.953 -0.107 1.629 -0.174
C -5.338 0.957 2.502 -0.633
C -4.376 2.156 2.537 -0.040
C -6.773 1.415 2.202 -0.036
C -5.330 0.315 3.902 -0.045
H -5.878 3.510 -3.072 0.075
H -4.415 3.557 -2.064 0.087
H -5.992 3.723 -1.311 0.079
H -5.075 1.381 -4.036 0.077
H -4.803 -0.058 -3.065 0.075
H -3.649 1.273 -2.985 0.083
H -7.453 1.541 -2.923 0.079
H -7.562 1.712 -1.159 0.077
H -7.104 0.170 -1.864 0.067
H -6.897 -1.810 1.182 0.066
H -7.323 -3.373 0.482 0.079
H -7.578 -1.873 -0.436 0.077
H -4.469 -2.673 1.590 0.075
H -3.517 -3.253 0.224 0.087
H -4.863 -4.223 0.854 0.078
H -6.256 -2.946 -2.350 0.078
H -5.967 -4.399 -1.367 0.075
H -4.612 -3.501 -2.084 0.089
H -4.386 2.720 1.599 0.078
H -3.344 1.831 2.710 0.079
H -4.650 2.858 3.334 0.079
H -6.840 1.932 1.240 0.067
H -7.142 2.103 2.971 0.079
H -7.455 0.559 2.148 0.080
H -4.327 -0.050 4.155 0.071
H -5.994 -0.557 3.938 0.081
H -5.645 1.021 4.678 0.077
C 4.404 4.189 0.387 -0.078
C 3.829 3.258 -0.666 -0.260
N 2.581 2.667 -0.213 -0.035
C 1.412 2.568 -0.874 -0.849
S 0.000 2.420 0.000 0.651
N 1.348 2.607 -2.220 -0.010
C 2.302 2.033 -3.157 -0.264
C 2.577 2.981 -4.308 -0.097
H 5.348 4.622 0.042 0.077
H 4.594 3.653 1.323 0.046
H 3.709 5.006 0.606 0.085
H 4.528 2.440 -0.859 0.088
H 3.667 3.819 -1.590 0.113
H 2.478 2.556 0.789 0.070
H 0.388 2.579 -2.544 0.118
H 1.843 1.115 -3.542 0.117
H 3.226 1.734 -2.659 0.098
H 1.652 3.233 -4.838 0.074
H 3.267 2.524 -5.024 0.069
H 3.020 3.916 -3.952 0.064
H 0.000 -1.740 0.000 -0.058
```

Output
Net charge: -1
LUMO energy (alpha / beta): 0.0792 / 0.0792 Eh
DFT total energy: -4038.9846 a.u.
Gap between HOMO and LUMO (alpha / beta): 3.43 / 3.43 eV

---

(2)
Here is a molecular structure, C42H62AsBaN3SSi2 at a distorted geometry from OMol25. Energies are from the ωB97M-V functional and the def2-TZVPD basis.

The geometry in XYZ format:
```
112
Properties=species:S:1:pos:R:3:lowdin_charge:R:1
Ba -0.788 0.905 -0.112 1.605
C -2.776 -1.484 1.863 -0.299
C -1.589 -2.182 2.162 -0.272
C -0.976 -1.535 3.255 -0.267
C -1.788 -0.448 3.634 -0.276
C -2.897 -0.418 2.771 -0.273
C -4.030 0.562 2.800 -0.061
C -1.538 0.469 4.794 -0.082
C 0.295 -1.945 3.931 -0.079
C -1.110 -3.429 1.481 -0.068
C -3.795 -1.835 0.822 -0.080
H -4.976 0.079 2.539 0.063
H -3.895 1.390 2.099 0.055
H -4.156 0.996 3.794 0.060
H -2.042 0.140 5.712 0.065
H -1.881 1.484 4.597 0.046
H -0.473 0.534 5.028 0.062
H 0.164 -2.109 5.007 0.065
H 1.099 -1.205 3.831 0.066
H 0.668 -2.880 3.511 0.029
H -0.626 -4.114 2.185 0.061
H -0.393 -3.252 0.679 0.030
H -1.942 -3.977 1.033 0.062
H -4.730 -2.208 1.260 0.065
H -3.431 -2.609 0.145 0.049
H -4.068 -0.978 0.200 0.064
C 4.304 -5.249 0.621 -0.047
C 4.129 -4.065 1.580 -0.548
C 2.728 -4.138 2.183 -0.060
C 5.149 -4.179 2.720 -0.051
C 4.355 -2.763 0.817 -0.180
C 5.594 -2.555 0.182 -0.052
C 5.866 -1.410 -0.540 -0.092
C 4.870 -0.449 -0.653 -0.492
S 4.878 1.058 -1.497 1.071
C 3.202 1.315 -0.985 -0.521
N 2.705 0.364 -0.259 0.094
C 3.624 -0.637 -0.043 -0.310
C 3.382 -1.787 0.710 0.011
C 2.474 2.495 -1.460 -0.315
C 3.182 3.539 -2.070 -0.108
C 2.488 4.620 -2.575 -0.122
C 1.096 4.633 -2.485 -0.102
C 0.424 3.581 -1.882 -0.158
C 1.082 2.468 -1.322 -0.254
H 4.070 -6.184 1.133 0.081
H 5.323 -5.316 0.243 0.073
H 3.633 -5.151 -0.232 0.069
H 2.612 -5.075 2.729 0.091
H 1.954 -4.098 1.419 0.062
H 2.550 -3.323 2.882 0.069
H 5.016 -5.123 3.251 0.079
H 5.019 -3.366 3.432 0.090
H 6.173 -4.141 2.350 0.070
H 6.364 -3.311 0.258 0.098
H 6.827 -1.272 -1.013 0.098
H 2.420 -1.888 1.190 0.107
H 4.264 3.518 -2.152 0.064
H 3.022 5.442 -3.041 0.084
H 0.539 5.473 -2.885 0.092
H -0.656 3.627 -1.850 0.067
C -2.695 4.140 3.299 -0.175
Si -1.477 3.780 1.887 0.317
C -0.661 5.435 1.451 -0.170
C -0.094 2.741 2.660 -0.201
N -2.097 2.933 0.557 -0.315
C -2.980 3.455 -0.366 -0.367
C -3.652 4.660 -0.154 -0.090
C -4.523 5.237 -1.070 -0.162
C -4.753 4.583 -2.264 -0.164
C -4.114 3.374 -2.508 -0.082
C -3.229 2.764 -1.614 -0.364
N -2.607 1.562 -1.880 -0.263
Si -2.586 0.601 -3.265 0.310
C -3.001 -1.191 -2.802 -0.203
C -0.857 0.562 -4.057 -0.201
C -3.712 0.931 -4.763 -0.208
H -2.162 4.422 4.209 0.016
H -3.285 3.255 3.515 -0.002
H -3.387 4.942 3.051 0.009
H -0.136 5.855 2.309 0.014
H -1.378 6.169 1.095 0.011
H 0.063 5.274 0.654 0.013
H 0.212 3.195 3.603 0.030
H 0.791 2.692 2.023 0.013
H -0.411 1.729 2.887 -0.017
H -3.488 5.167 0.787 0.063
H -5.007 6.180 -0.840 0.073
H -5.427 4.996 -3.009 0.073
H -4.312 2.871 -3.440 0.053
H -2.631 -1.465 -1.816 -0.019
H -2.573 -1.899 -3.514 0.003
H -4.082 -1.331 -2.783 0.022
H -0.056 0.595 -3.320 -0.022
H -0.716 1.427 -4.703 0.023
H -0.723 -0.342 -4.657 0.006
H -4.768 0.907 -4.498 0.017
H -3.529 0.151 -5.505 0.016
H -3.506 1.893 -5.228 0.015
C 0.830 -4.032 -3.853 -0.352
As 0.653 -2.502 -2.627 1.108
C 2.221 -1.510 -3.264 -0.318
C 1.565 -3.361 -1.114 -0.359
H 1.847 -4.425 -3.830 0.013
H 0.587 -3.718 -4.869 0.009
H 0.132 -4.815 -3.557 0.009
H 3.091 -2.164 -3.328 0.024
H 2.430 -0.700 -2.568 -0.007
H 2.010 -1.070 -4.237 0.019
H 2.609 -3.566 -1.357 0.023
H 1.055 -4.289 -0.858 0.030
H 1.529 -2.702 -0.249 -0.018
```

Output
Energy above the lowest of the compared OMol25 structures with the same formula, charge and spin: 33.7 kcal per mole
Net charge: -2
LUMO energy: 0.1339 Eh
DFT total energy: -5040.4683 a.u.
Gap between HOMO and LUMO: 4.39 eV

---

(3)
Here is a molecular structure, C42H63ClN2O5P2ReSi from OMol25. Energies are from the ωB97M-V functional and the def2-TZVPD basis.

The geometry in XYZ format:
```
117
Properties=species:S:1:pos:R:3:lowdin_charge:R:1
Re -0.333 -0.448 0.464 1.109
C 0.959 1.527 2.953 -0.157
Si 0.446 1.873 1.171 0.578
C -0.917 3.145 1.192 -0.298
C -0.750 4.443 1.687 -0.075
C -1.796 5.348 1.659 -0.038
C -3.036 4.966 1.154 -0.032
C -3.226 3.673 0.702 -0.073
C -2.164 2.768 0.710 -0.365
P -2.432 1.006 0.388 1.031
C -3.229 0.793 -1.252 -0.390
C -4.678 1.312 -1.451 -0.162
C -4.857 2.616 -2.239 -0.188
C -3.897 2.746 -3.414 -0.186
C -2.463 2.619 -2.919 -0.184
C -2.227 1.226 -2.350 -0.212
C -3.633 0.622 1.749 -0.403
C -2.910 0.567 3.100 -0.207
C -3.919 0.547 4.249 -0.182
C -4.941 -0.574 4.086 -0.190
C -5.637 -0.487 2.731 -0.179
C -4.615 -0.543 1.594 -0.195
C 1.795 2.488 0.010 -0.286
C 2.206 3.821 -0.060 -0.058
C 3.135 4.229 -1.005 -0.033
C 3.662 3.314 -1.910 -0.033
C 3.280 1.986 -1.847 -0.083
C 2.358 1.579 -0.887 -0.378
P 1.912 -0.144 -0.626 1.029
C 3.341 -0.984 0.213 -0.391
C 3.407 -0.856 1.746 -0.203
C 4.142 0.386 2.243 -0.197
C 5.559 0.436 1.693 -0.183
C 5.485 0.512 0.175 -0.179
C 4.724 -0.677 -0.413 -0.174
C 1.699 -1.070 -2.220 -0.386
C 2.912 -1.736 -2.905 -0.186
C 3.664 -0.920 -3.964 -0.176
C 2.736 -0.009 -4.790 -0.177
C 1.280 -0.443 -4.662 -0.176
C 0.822 -0.263 -3.213 -0.200
H 1.835 2.146 3.160 0.051
H 1.230 0.499 3.197 0.018
H 0.150 1.833 3.617 0.039
H 0.195 4.752 2.120 0.107
H -1.655 6.350 2.044 0.120
H -3.857 5.671 1.140 0.122
H -4.206 3.366 0.365 0.097
H -3.299 -0.292 -1.314 0.069
H -5.194 1.396 -0.493 0.096
H -5.202 0.523 -1.995 0.127
H -4.727 3.490 -1.599 0.093
H -5.891 2.653 -2.584 0.121
H -4.048 3.705 -3.910 0.119
H -4.099 1.969 -4.159 0.124
H -2.264 3.384 -2.161 0.112
H -1.754 2.789 -3.731 0.118
H -1.203 1.152 -1.969 0.060
H -2.298 0.505 -3.170 0.125
H -4.231 1.541 1.742 0.112
H -2.247 1.429 3.212 0.097
H -2.288 -0.338 3.137 0.106
H -4.439 1.511 4.274 0.124
H -3.388 0.455 5.198 0.117
H -5.673 -0.532 4.893 0.118
H -4.437 -1.543 4.171 0.119
H -6.208 0.446 2.669 0.123
H -6.354 -1.300 2.612 0.120
H -5.121 -0.511 0.627 0.106
H -4.090 -1.495 1.651 0.092
H 1.787 4.563 0.606 0.096
H 3.437 5.267 -1.049 0.121
H 4.374 3.638 -2.658 0.124
H 3.708 1.271 -2.537 0.087
H 3.125 -2.029 -0.029 0.086
H 3.947 -1.735 2.116 0.128
H 2.410 -0.912 2.183 0.055
H 4.141 0.385 3.335 0.123
H 3.614 1.290 1.923 0.092
H 6.111 -0.457 2.005 0.123
H 6.097 1.297 2.091 0.121
H 6.482 0.527 -0.267 0.125
H 5.008 1.455 -0.099 0.097
H 5.326 -1.574 -0.235 0.134
H 4.657 -0.574 -1.497 0.072
H 1.107 -1.919 -1.863 0.077
H 2.494 -2.611 -3.406 0.121
H 3.604 -2.145 -2.166 0.091
H 4.148 -1.639 -4.626 0.121
H 4.485 -0.348 -3.524 0.090
H 3.052 -0.002 -5.833 0.118
H 2.806 1.025 -4.444 0.097
H 1.157 -1.483 -4.980 0.124
H 0.643 0.157 -5.313 0.120
H -0.221 -0.554 -3.104 0.080
H 0.880 0.808 -2.989 0.099
N 0.666 -2.209 0.974 0.039
C 1.012 -3.303 1.162 -0.181
N 1.423 -4.501 1.362 -0.034
C 1.951 -5.330 0.252 -0.065
C 1.137 -6.613 0.187 -0.169
O 1.145 -7.256 1.443 -0.099
C 0.491 -6.485 2.428 -0.168
C 1.242 -5.184 2.665 -0.062
H 2.996 -5.551 0.470 0.142
H 1.882 -4.762 -0.676 0.134
H 1.585 -7.298 -0.530 0.143
H 0.111 -6.392 -0.126 0.130
H 0.476 -7.073 3.342 0.142
H -0.542 -6.273 2.126 0.136
H 2.234 -5.380 3.075 0.142
H 0.697 -4.523 3.336 0.140
O -1.937 -1.832 1.013 -0.473
Cl -2.047 -2.568 -0.295 0.757
O -1.497 -3.860 -0.200 -0.229
O -3.356 -2.559 -0.789 -0.195
O -1.149 -1.695 -1.143 -0.439
```

Output
⟨S²⟩: 0.7846
Energy above the lowest of the compared OMol25 structures with the same formula, charge and spin: 25.4 kcal per mole
Net charge: +2
LUMO energy (alpha / beta): -0.2671 / -0.2682 Eh
2S+1: 2
DFT total energy: -3633.8536 a.u.
Gap between HOMO and LUMO (alpha / beta): 7.02 / 6.97 eV

---

(4)
Here is a molecular structure, C42H63N3OP2S3Ti at a distorted geometry from OMol25. Energies are from the ωB97M-V functional and the def2-TZVPD basis.

The geometry in XYZ format:
```
115
Properties=species:S:1:pos:R:3:lowdin_charge:R:1
Ti 0.523 -0.027 0.132 0.882
C -2.457 -0.688 -3.793 -0.483
C -2.019 -2.128 -4.171 -0.484
S -1.028 -3.015 -2.938 0.870
C -2.199 -4.223 -2.238 -0.486
C -2.188 -4.304 -0.705 -0.507
S -2.353 -2.728 0.182 0.808
C -4.001 -2.217 -0.374 -0.500
C -4.077 -1.456 -1.708 -0.472
S -2.666 -0.355 -2.028 0.836
H -1.716 0.038 -4.119 0.043
H -3.399 -0.453 -4.288 0.087
H -2.877 -2.756 -4.404 0.074
H -1.400 -2.085 -5.066 0.073
H -3.196 -3.971 -2.592 0.063
H -1.939 -5.198 -2.650 0.082
H -3.006 -4.947 -0.381 0.085
H -1.259 -4.736 -0.332 0.054
H -4.617 -3.114 -0.420 0.089
H -4.394 -1.597 0.428 0.044
H -4.125 -2.148 -2.546 0.057
H -4.979 -0.848 -1.731 0.083
C -2.964 2.773 -0.158 -0.120
C -2.031 2.986 -1.354 -0.541
C -2.052 4.452 -1.808 -0.095
P -0.358 2.263 -1.007 1.103
C 0.890 3.639 -0.679 -0.489
C 1.633 4.165 -1.910 -0.083
C 0.301 4.818 0.121 -0.109
C 0.165 1.701 -2.663 -0.344
C -0.270 2.266 -3.858 -0.089
C 0.258 1.850 -5.070 -0.060
C 1.224 0.851 -5.084 -0.043
C 1.664 0.282 -3.898 -0.013
C 1.141 0.709 -2.680 -0.297
N 1.549 0.148 -1.435 -0.138
C 2.905 -0.291 -1.292 -0.327
C 3.967 0.452 -1.800 -0.009
C 5.271 0.033 -1.601 -0.039
C 5.532 -1.129 -0.884 -0.046
C 4.480 -1.867 -0.368 -0.077
C 3.162 -1.456 -0.553 -0.343
P 1.664 -2.381 -0.039 1.103
C 1.815 -3.870 -1.168 -0.504
C 2.710 -4.993 -0.644 -0.085
C 2.300 -3.426 -2.555 -0.126
C 1.814 -2.868 1.749 -0.524
C 0.688 -3.861 2.072 -0.101
C 3.171 -3.339 2.275 -0.087
H -3.960 3.163 -0.390 0.094
H -2.597 3.300 0.733 0.074
H -3.061 1.714 0.078 0.033
H -2.390 2.358 -2.161 0.053
H -2.078 5.132 -0.957 0.073
H -2.960 4.623 -2.390 0.097
H -1.202 4.727 -2.436 0.061
H 1.624 3.124 -0.064 0.068
H 0.959 4.670 -2.607 0.078
H 2.155 3.379 -2.453 0.068
H 2.378 4.893 -1.577 0.097
H -0.569 4.555 0.727 0.053
H -0.008 5.614 -0.556 0.076
H 1.060 5.237 0.785 0.086
H -1.021 3.047 -3.851 0.107
H -0.074 2.306 -5.996 0.118
H 1.638 0.509 -6.026 0.119
H 2.419 -0.494 -3.917 0.118
H 3.768 1.364 -2.354 0.120
H 6.089 0.619 -2.005 0.119
H 6.552 -1.463 -0.734 0.118
H 4.697 -2.771 0.186 0.094
H 0.797 -4.250 -1.263 0.059
H 3.743 -4.661 -0.519 0.074
H 2.716 -5.789 -1.394 0.098
H 2.358 -5.426 0.290 0.062
H 3.373 -3.230 -2.541 0.085
H 1.791 -2.534 -2.911 0.028
H 2.106 -4.227 -3.273 0.094
H 1.572 -1.938 2.261 0.076
H 0.860 -4.835 1.610 0.073
H -0.286 -3.492 1.748 0.021
H 0.638 -4.015 3.152 0.092
H 3.549 -4.210 1.742 0.066
H 3.056 -3.624 3.324 0.091
H 3.919 -2.546 2.232 0.072
C 2.091 0.562 1.409 -0.129
H 2.893 -0.167 1.406 0.014
H 1.750 0.672 2.434 0.004
H 2.520 1.506 1.064 0.031
C -2.627 2.225 5.379 0.050
N -2.525 1.377 4.188 -0.022
N -1.353 1.213 3.493 0.087
C -1.619 0.461 2.397 -0.326
O -0.721 0.080 1.530 -0.207
C -2.969 0.134 2.429 0.070
C -3.508 0.731 3.547 -0.219
C -4.916 0.748 4.036 0.016
C -0.117 1.723 4.015 -0.226
C 0.411 1.158 5.167 -0.010
C 1.575 1.686 5.704 -0.043
C 2.195 2.771 5.092 -0.043
C 1.655 3.321 3.936 -0.047
C 0.490 2.796 3.398 -0.023
H -2.493 1.647 6.291 0.108
H -3.610 2.683 5.388 0.100
H -1.877 3.006 5.340 0.103
H -3.478 -0.493 1.716 0.090
H -5.527 0.085 3.428 0.094
H -5.337 1.753 3.970 0.100
H -4.980 0.425 5.077 0.102
H -0.081 0.312 5.635 0.130
H 1.997 1.251 6.602 0.120
H 3.100 3.187 5.519 0.120
H 2.140 4.163 3.455 0.117
H 0.055 3.202 2.499 0.104
```

Output
Energy above the lowest of the compared OMol25 structures with the same formula, charge and spin: 22.1 kcal per mole
Net charge: +2
LUMO energy: -0.1948 Eh
DFT total energy: -4604.0137 a.u.
Gap between HOMO and LUMO: 7.21 eV